(1)
106
Properties=species:S:1:pos:R:3:lowdin_charge:R:1 method="wB97M-V/def2-TZVPD" homo_lumo_gap_ev=8.338 fmax_ev_per_a=3.97 e_homo_ev=-11.59 e_above_lowest_ev=1.682 e_tot_ev=-70109.82596 total_charge=+1
C -3.9894 -2.1930 2.9381 -0.084
C -3.1309 -1.0864 2.1621 -0.220
C -3.5654 -1.1638 0.6599 -0.163
N -2.6654 -0.4856 -0.3184 0.035
N -1.4983 0.0052 0.2214 -0.025
C -1.2206 1.2019 0.6713 -0.105
C -2.2940 2.3065 0.6792 -0.093
C -1.8077 3.4039 -0.3632 -0.626
C -0.6628 4.3222 0.2017 -0.115
Cl -1.1816 2.6356 -1.9027 0.620
C 0.2809 1.2494 1.1369 -0.151
C 0.5738 1.8629 2.5725 -0.293
C -0.6258 1.6253 3.5592 -0.050
C 1.9826 1.4489 3.1398 -0.202
C 1.9694 0.3128 4.2213 -0.101
C 0.7848 -0.2393 1.0363 -0.032
C -0.3674 -0.9416 0.2271 -0.306
O -0.6067 -2.2899 0.5277 0.033
H -4.0483 -3.0797 2.2579 0.076
H -4.9892 -1.8239 3.2416 0.085
H -3.3592 -2.5163 3.7967 0.077
H -2.0706 -1.3423 2.3594 0.091
H -3.4549 -0.1097 2.5930 0.107
H -4.5644 -0.6558 0.5794 0.132
H -3.7346 -2.2240 0.3476 0.111
H -3.1393 0.1905 -0.9071 0.123
H -3.2948 1.9652 0.3295 0.122
H -2.4013 2.8368 1.6476 0.119
H -2.6510 4.0714 -0.6527 0.109
H -0.5584 4.2234 1.3052 0.071
H 0.3310 4.1065 -0.2613 0.054
H -0.8687 5.3970 -0.0213 0.095
H 0.8060 1.7517 0.2860 0.143
H 0.6164 2.9718 2.4061 0.114
H -1.4720 2.3415 3.3935 0.070
H -0.2835 1.8286 4.6036 0.090
H -1.0564 0.6008 3.4862 0.080
H 2.6893 1.1170 2.3348 0.109
H 2.4418 2.3791 3.5541 0.110
H 1.7905 -0.7096 3.8205 0.065
H 1.2760 0.4849 5.0715 0.067
H 2.9988 0.2891 4.6663 0.086
H 1.7578 -0.4371 0.5427 0.138
H 0.8126 -0.8589 1.9686 0.122
H 0.0609 -0.9760 -0.8092 0.170
H -0.8105 -2.7014 -0.3265 0.076
C -0.7697 -4.1025 -3.2315 -0.215
C 0.4454 -3.3468 -3.7349 -0.238
O 1.6289 -4.0768 -3.3983 -0.059
O -0.6694 -4.2972 -1.8167 -0.095
H -1.6894 -3.5553 -3.4428 0.127
H -0.8277 -5.0917 -3.6995 0.122
H 0.5214 -2.3758 -3.2437 0.119
H 0.4056 -3.1978 -4.8134 0.104
H 1.6464 -4.8708 -3.9435 0.099
H 0.2678 -4.4708 -1.6389 0.098
C 1.7522 -0.8213 -7.0531 -0.233
C 3.1387 -0.2086 -6.9787 -0.235
O 4.1062 -1.2429 -6.7909 -0.068
O 1.4837 -1.5590 -5.8642 -0.096
H 0.9871 -0.0517 -7.1638 0.122
H 1.6853 -1.5152 -7.8989 0.120
H 3.2150 0.4562 -6.1178 0.123
H 3.3772 0.3523 -7.8867 0.121
H 4.1542 -1.7479 -7.6093 0.093
H 2.3196 -1.9831 -5.6226 0.081
C 4.0351 3.5885 0.5413 -0.239
C 3.5392 4.7571 -0.2911 -0.232
O 4.2869 5.9245 0.0361 -0.073
O 3.9168 3.8938 1.9250 -0.075
H 3.4574 2.6842 0.3351 0.105
H 5.0925 3.3913 0.3321 0.122
H 2.4952 4.9743 -0.0584 0.105
H 3.6333 4.5537 -1.3623 0.126
H 5.1842 5.8029 -0.3056 0.076
H 4.1396 4.8307 2.0082 0.083
C -4.1192 -6.4356 -2.3315 -0.249
C -3.4477 -6.3526 -0.9724 -0.235
O -2.1289 -6.8884 -1.0597 -0.076
O -4.1527 -7.7835 -2.7758 -0.063
H -5.1431 -6.0605 -2.2885 0.121
H -3.5559 -5.8533 -3.0722 0.106
H -3.9881 -6.9570 -0.2435 0.125
H -3.3962 -5.3187 -0.6144 0.107
H -1.6025 -6.2711 -1.5847 0.051
H -3.3168 -8.1760 -2.4929 0.078
C -6.1084 -4.7206 6.0516 -0.243
C -6.3533 -5.1234 4.6084 -0.235
O -5.1203 -5.5352 4.0106 -0.084
O -5.1456 -3.6755 6.1056 -0.076
H -7.0271 -4.3703 6.5236 0.123
H -5.7138 -5.5682 6.6243 0.118
H -6.7146 -4.2710 4.0321 0.119
H -7.0804 -5.9374 4.5385 0.120
H -4.8689 -6.3733 4.4124 0.092
H -4.4988 -3.8787 5.4188 0.053
C 7.5541 8.0507 -1.2382 -0.236
C 7.3558 9.5478 -1.0896 -0.233
O 6.4940 9.8054 0.0211 -0.069
O 6.2935 7.4106 -1.4138 -0.087
H 8.1827 7.8202 -2.0991 0.122
H 8.0180 7.6346 -0.3360 0.118
H 6.8644 9.9557 -1.9730 0.126
H 8.3079 10.0639 -0.9385 0.121
H 6.9804 9.5870 0.8226 0.091
H 5.6732 7.8844 -0.8409 0.072


(2)
128
Properties=species:S:1:pos:R:3:mulliken_spin:R:1 method="wB97M-V/def2-TZVPD" homo_lumo_gap_ev="3.033 / 3.059" fmax_ev_per_a=6.54 e_homo_ev="-3.76 / -3.77" spin_multiplicity=2 e_tot_ev=-97234.06450 total_charge=-1
Zr 3.0561 3.7986 -0.8419 1.120
C 0.1276 0.8331 0.5210 -0.006
C -0.6142 -0.2922 0.4824 -0.002
C -0.1483 -1.4690 -0.3629 0.002
O -0.8446 -2.5527 -0.6019 -0.002
C 1.0085 -1.3788 -1.1139 0.001
C 1.9384 -0.2670 -1.0782 0.001
C 1.2922 1.0176 -0.3843 -0.003
O 1.8831 2.0800 -0.4689 -0.160
O 3.0342 -0.1667 -1.6213 0.005
O -1.5950 -0.3411 1.3148 0.001
H -0.1536 1.7029 1.0962 0.006
H 1.3725 -2.1675 -1.7557 0.002
C -0.1538 2.5627 -5.8817 -0.001
C 0.8692 2.8323 -5.0584 0.000
C 0.7097 3.3161 -3.6165 0.010
O 1.6718 3.4960 -2.7785 0.012
C -0.4599 3.3862 -3.0296 -0.010
C -1.7526 3.1562 -3.8668 0.005
C -1.4899 2.7790 -5.4026 0.001
O -2.4636 2.6256 -6.1386 0.001
O -2.8970 3.4322 -3.5143 -0.003
O 1.9505 2.6509 -5.7186 -0.002
H -0.0325 2.1530 -6.8736 0.000
H -0.6580 3.5263 -1.9772 0.000
C -4.5283 -4.0306 -1.4283 0.000
O -5.6384 -3.7882 -1.8491 0.000
N -3.9516 -2.9636 -0.9650 0.000
N -3.8686 -5.1047 -1.4524 0.000
H -2.9710 -3.0297 -0.7325 0.000
H -4.3645 -2.0768 -1.2164 0.000
H -2.9155 -4.9809 -1.1419 0.000
H -4.2799 -5.9228 -1.8786 0.000
C 3.7818 0.3436 3.0542 0.000
O 4.4369 1.2297 3.5080 0.000
N 2.4759 0.1369 3.0697 0.000
N 4.2707 -0.7041 2.4148 0.000
H 2.2653 -0.3714 2.2227 0.000
H 1.8114 0.8122 3.4196 0.000
H 5.2248 -1.0316 2.4657 0.000
H 3.5375 -1.2508 1.9863 0.000
C -4.0874 0.3626 -2.1108 0.000
O -4.5202 0.4084 -3.1868 0.000
N -4.7904 0.4576 -1.0315 0.000
N -2.8619 -0.0506 -1.8952 0.000
H -5.7122 0.8650 -1.0987 0.000
H -4.1934 0.5453 -0.2216 0.000
H -2.1720 0.1037 -2.6165 0.000
H -2.6856 -0.3672 -0.9524 0.000
C -3.4991 -3.1184 3.3795 0.000
O -4.0679 -3.9539 4.0891 0.000
N -2.2254 -3.0562 3.2272 0.000
N -4.0768 -2.3008 2.5622 0.000
H -1.6408 -3.5581 3.8803 0.000
H -1.9170 -2.2886 2.6477 0.000
H -3.5587 -1.5776 2.0840 0.000
H -5.0823 -2.3946 2.5430 0.000
C -0.9633 2.2580 4.4890 0.000
O 0.0451 2.7579 3.9316 0.000
N -1.4747 1.2111 4.0235 0.000
N -1.4623 2.6693 5.6104 0.000
H -1.9764 0.6125 4.6640 0.000
H -1.2076 0.9327 3.0901 0.000
H -2.2810 2.1665 5.9218 0.000
H -0.9920 3.3460 6.1944 0.000
C 2.6153 -2.6956 -4.6218 0.000
O 3.4187 -3.4300 -4.0562 0.000
N 2.4379 -2.8062 -5.8724 0.000
N 2.0739 -1.6365 -4.0769 0.000
H 2.9638 -3.6105 -6.1832 0.000
H 2.2081 -1.9932 -6.4258 0.000
H 2.4352 -1.2221 -3.2296 0.000
H 1.6035 -0.9877 -4.6916 0.000
C -3.2815 3.5962 0.1127 0.001
C -2.2563 4.6209 0.4246 -0.002
C -2.6292 6.0254 1.0696 0.000
O -3.3809 6.7137 0.1204 0.000
C -4.0344 7.8127 0.6358 0.000
N -1.2315 4.0337 1.2824 0.001
H -3.9759 4.1705 -0.5005 0.000
H -3.8019 3.2302 0.9977 0.000
H -2.8829 2.6816 -0.3263 0.000
H -1.6490 4.9547 -0.4167 0.001
H -1.7050 6.5142 1.3779 0.000
H -3.1213 5.8131 2.0187 0.000
H -4.4385 8.4492 -0.1515 0.000
H -3.4118 8.4514 1.2622 0.000
H -4.7969 7.3347 1.2508 0.000
H -1.1431 3.0347 1.1632 -0.002
H -1.4650 4.0803 2.2639 0.000
C 1.4156 -3.3984 3.4355 0.000
C 2.6068 -3.6092 2.5067 0.000
C 2.6992 -5.0164 1.9075 0.000
O 2.8101 -6.0819 2.8272 0.000
C 2.6150 -7.3044 2.1083 0.000
N 2.4105 -2.5709 1.4533 0.000
H 0.4241 -3.3197 2.9895 0.000
H 1.4073 -2.4162 3.9080 0.000
H 1.3315 -4.0751 4.2858 0.000
H 3.5598 -3.2736 2.9158 0.000
H 3.6032 -5.0441 1.2991 0.000
H 1.8746 -5.1165 1.2017 0.000
H 2.9632 -8.1634 2.6820 0.000
H 3.0359 -7.3724 1.1052 0.000
H 1.5262 -7.3119 2.0571 0.000
H 2.6608 -3.0191 0.5835 0.000
H 1.4025 -2.5883 1.5129 0.000
O -0.4130 -3.4482 -3.3900 0.000
H -0.5448 -3.3219 -2.4504 0.000
H 0.5275 -3.6008 -3.4820 0.000
O 3.2287 -4.4349 -1.7311 0.000
H 3.3826 -4.1164 -2.6205 0.000
H 3.9489 -5.0434 -1.5661 0.000
O 4.2010 2.6203 0.6528 0.014
H 4.9050 2.0118 0.4282 0.002
H 4.1976 2.6407 1.6097 0.000
O 4.6905 -2.2351 -0.8490 0.000
H 4.0841 -2.9426 -1.0680 0.000
H 4.2561 -1.4414 -1.1613 0.000
O 1.0580 4.5892 -0.2287 -0.034
H 0.7633 5.4942 -0.3303 0.008
H 0.3344 4.1498 0.2180 0.017
O 2.0950 3.1915 2.4096 0.010
H 1.2808 3.0563 2.8944 0.002
H 2.6866 3.5981 3.0428 0.001
O 4.1848 2.2216 -1.9795 0.000
H 4.8589 2.2179 -2.6591 0.003
H 3.8432 1.3274 -1.9755 -0.001